This record from OMol25 describes a single C7H5Br3F3P molecule at a distorted geometry. The level of theory is ωB97M-V/def2-TZVPD.

XYZ file:
```
19
Properties=species:S:1:pos:R:3:mulliken_charge:R:1
F -2.2367 -2.9930 0.3103 -0.2161
H -1.6170 1.4563 1.6817 0.3521
C -1.0644 -2.3327 0.3866 0.7279
Br -2.2679 1.2803 -1.5516 0.0098
C 0.9922 0.1835 -0.1158 -0.1511
P -3.4273 -0.6149 0.8194 0.2837
Br -4.3799 1.2892 1.4012 -0.2126
H 0.8202 1.5131 1.5897 0.4266
Br -4.6250 -1.1245 -0.9592 -0.1521
H 0.9643 -1.2807 -1.6352 0.4762
C -1.8766 0.0773 -0.0047 0.1886
F -0.1065 -3.2432 0.2157 -0.2894
C -1.0728 0.8484 0.9734 -0.5037
C -0.9956 -1.1947 -0.6233 -0.0909
H 2.0160 0.4751 -0.2756 0.4313
F -0.9717 -1.9043 1.6560 -0.2086
H -1.4738 -1.5383 -1.5447 0.5005
C 0.2597 0.8954 0.9064 -0.5741
C 0.4211 -0.7629 -0.8601 -0.9982
```

2S+1 = 3
<S²> = 2.0118
Maximum force = 7.76 eV Å⁻¹
Orbital gap (spin up / spin down) = 6.496 / 6.483 eV